Entry 1:
52
Properties=species:S:1:pos:R:3 method="wB97M-V/def2-TZVPD" total_energy_ev=-41292.855 orbital_gap_ev=8.7 relative_energy_kj_mol=140.1 spin_multiplicity=1
Cd 0.322 1.076 -0.715
O -1.358 -0.592 -1.201
C -2.518 -0.148 -0.491
C -2.150 0.574 0.813
N -1.282 1.737 0.632
C -1.982 2.835 -0.025
C -2.058 2.587 -1.572
O -3.066 2.923 -2.165
O -1.038 2.028 -2.089
C -0.600 2.079 1.883
C 0.813 1.388 2.023
O 1.200 1.136 3.144
O 1.468 1.234 0.940
H -1.387 -0.162 -2.069
H -3.112 -1.035 -0.233
H -3.126 0.498 -1.128
H -1.597 -0.131 1.431
H -3.087 0.854 1.318
H -1.415 3.761 0.109
H -2.996 2.982 0.371
H -1.197 1.830 2.768
H -0.401 3.155 1.913
N -0.091 -3.730 1.373
C 0.527 -2.576 0.993
N 0.160 -1.540 1.674
C -0.751 -2.011 2.594
C -1.434 -1.354 3.613
C -2.361 -2.078 4.332
C -2.605 -3.428 4.067
C -1.890 -4.119 3.109
C -0.950 -3.397 2.389
H 0.058 -4.648 0.992
H 1.251 -2.554 0.202
H -1.202 -0.330 3.855
H -2.914 -1.594 5.123
H -3.358 -3.948 4.642
H -2.074 -5.168 2.925
C 4.810 -1.102 -3.483
C 3.772 -0.080 -3.196
C 3.576 1.186 -3.707
C 2.448 1.699 -3.046
N 1.979 0.790 -2.199
N 2.786 -0.278 -2.299
C 1.816 3.034 -3.185
H 5.482 -0.741 -4.255
H 4.359 -2.034 -3.821
H 5.393 -1.317 -2.588
H 4.172 1.677 -4.450
H 2.661 -1.071 -1.688
H 2.390 3.663 -3.860
H 1.756 3.510 -2.204
H 0.799 2.928 -3.562



Entry 2:
43
Properties=species:S:1:pos:R:3 method="wB97M-V/def2-TZVPD" smiles=N#Cc1nc(-c2cccs2)oc1N1CCN(Cc2ccccc2)CC1 total_energy_ev=-38836.610 orbital_gap_ev=8.0 relative_energy_kj_mol=214.9 spin_multiplicity=1
N 4.278 -1.444 -0.677
C 3.259 -1.194 -1.170
C 2.016 -0.813 -1.742
N 1.843 -0.608 -3.115
C 0.564 -0.385 -3.223
C -0.045 -0.065 -4.488
C 0.680 0.198 -5.640
C -0.179 0.447 -6.754
C -1.525 0.274 -6.467
S -1.771 -0.217 -4.774
O -0.124 -0.463 -2.053
C 0.783 -0.737 -1.093
N 0.369 -0.855 0.274
C -0.987 -0.439 0.754
C -0.902 0.356 2.095
N -0.110 -0.348 3.130
C -0.173 0.322 4.455
C 0.410 1.717 4.372
C 1.793 1.805 4.446
C 2.430 3.034 4.292
C 1.653 4.177 4.040
C 0.287 4.103 3.997
C -0.350 2.885 4.193
C 1.221 -0.789 2.634
C 1.142 -1.608 1.310
H 1.776 0.248 -5.649
H 0.198 0.735 -7.751
H -2.298 0.332 -7.221
H -1.505 0.161 0.009
H -1.584 -1.337 0.954
H -0.466 1.305 1.855
H -1.899 0.482 2.502
H -1.199 0.400 4.795
H 0.366 -0.238 5.246
H 2.440 0.928 4.610
H 3.526 3.131 4.352
H 2.180 5.137 3.947
H -0.265 5.034 3.811
H -1.443 2.842 4.221
H 1.886 0.085 2.434
H 1.716 -1.420 3.387
H 0.633 -2.545 1.533
H 2.131 -1.877 0.921



Entry 3:
77
Properties=species:S:1:pos:R:3 method="wB97M-V/def2-TZVPD" total_energy_ev=-141519.377 orbital_gap_ev=8.4 relative_energy_kj_mol=0.0 spin_multiplicity=1
Pd -0.862 0.612 -0.263
F 3.115 2.430 1.042
C 3.779 2.178 -0.103
F 5.081 2.233 0.167
F 3.485 3.167 -0.962
S 3.293 0.541 -0.781
O 3.414 -0.319 0.381
O 4.227 0.317 -1.854
O 1.921 0.751 -1.212
C -2.698 -1.681 -2.058
Si -1.685 -1.579 -0.467
C -2.942 -2.027 0.925
C -2.283 -2.327 2.275
C -3.793 -3.247 0.532
C -3.920 -0.854 1.081
C -0.235 -2.827 -0.654
C -0.754 -4.269 -0.724
C 0.497 -2.512 -1.965
C 0.796 -2.731 0.473
H -3.021 -2.710 -2.238
H -2.132 -1.347 -2.925
H -3.591 -1.057 -1.993
H -1.659 -3.221 2.229
H -3.055 -2.509 3.032
H -1.661 -1.507 2.633
H -3.204 -4.152 0.401
H -4.356 -3.072 -0.385
H -4.521 -3.444 1.328
H -3.415 0.068 1.364
H -4.661 -1.086 1.855
H -4.462 -0.658 0.154
H -1.529 -4.401 -1.482
H -1.152 -4.606 0.234
H 0.076 -4.936 -0.983
H -0.153 -2.623 -2.836
H 1.340 -3.201 -2.089
H 0.903 -1.498 -1.948
H 0.349 -2.790 1.468
H 1.373 -1.810 0.391
H 1.514 -3.554 0.385
Br 1.749 5.487 2.189
C 0.743 4.801 0.753
C 0.381 5.602 -0.312
C -0.367 5.028 -1.329
C -0.710 3.691 -1.239
N -0.345 2.919 -0.212
C 0.366 3.467 0.767
H 0.672 6.643 -0.344
H -0.685 5.612 -2.181
H -1.296 3.210 -2.011
H 0.661 2.831 1.591
N 3.168 -0.485 3.380
C 2.212 -0.044 4.215
O 2.327 -0.038 5.429
C 0.914 0.432 3.603
C 0.010 1.067 4.442
C -1.199 1.498 3.926
C -1.483 1.252 2.597
N -0.632 0.613 1.785
C 0.559 0.234 2.278
H 4.029 -0.787 3.805
H 3.143 -0.405 2.370
H 0.279 1.205 5.481
H -1.923 2.014 4.540
H -2.411 1.582 2.156
H 1.229 -0.238 1.574
C 1.822 2.061 -4.022
N 0.975 0.861 -4.025
C 1.638 -0.375 -4.454
C 0.047 0.775 -3.111
N -0.776 0.698 -2.299
H 2.745 1.858 -3.479
H 1.297 2.877 -3.531
H 2.040 2.336 -5.053
H 2.466 -0.607 -3.780
H 2.015 -0.224 -5.465
H 0.922 -1.193 -4.458



Entry 4:
56
Properties=species:S:1:pos:R:3 method="wB97M-V/def2-TZVPD" smiles="CC(=O)N(C(C)=O)[C@@H]1CO[C@@H](F)[C@](CCCCO)(CC(C)C)[N@H+]1C" total_energy_ev=-32028.533 orbital_gap_ev=10.4 charge=+1 spin_multiplicity=1
C 3.985 2.923 0.396
C 3.417 2.221 -0.806
O 4.085 1.846 -1.712
N 1.960 1.998 -0.884
C 1.169 3.232 -0.770
C 0.729 3.706 0.593
O 0.888 3.806 -1.769
C 1.404 0.872 -0.201
C 2.452 -0.096 0.349
O 1.904 -1.396 0.561
C 0.542 -1.460 0.759
F 0.204 -0.675 1.848
C -0.268 -1.023 -0.482
C -1.659 -0.465 -0.108
C -1.867 1.015 0.283
C -2.065 1.316 1.771
C -3.245 0.605 2.417
O -4.463 1.094 1.869
C -0.391 -2.213 -1.476
C -0.767 -3.627 -0.976
C -1.960 -3.703 -0.021
C 0.441 -4.434 -0.441
N 0.612 0.011 -1.203
C -0.046 0.740 -2.335
H 3.392 2.800 1.300
H 4.061 3.993 0.182
H 4.992 2.542 0.558
H 0.868 4.786 0.628
H -0.344 3.521 0.698
H 1.239 3.229 1.427
H 0.710 1.152 0.592
H 2.868 0.284 1.285
H 3.263 -0.223 -0.371
H 0.312 -2.485 1.021
H -2.329 -0.711 -0.933
H -1.996 -1.079 0.727
H -1.068 1.660 -0.085
H -2.763 1.367 -0.234
H -2.288 2.386 1.851
H -1.156 1.137 2.352
H -3.184 -0.484 2.314
H -3.241 0.817 3.488
H -4.918 0.401 1.386
H 0.560 -2.328 -2.013
H -1.125 -1.919 -2.230
H -1.097 -4.126 -1.891
H -2.153 -4.749 0.219
H -2.871 -3.300 -0.471
H -1.792 -3.189 0.929
H 0.282 -4.761 0.589
H 0.601 -5.329 -1.042
H 1.371 -3.862 -0.460
H 1.344 -0.551 -1.647
H -0.742 0.058 -2.814
H 0.719 1.057 -3.037
H -0.573 1.616 -1.976



no.,F_max (eV/A)
1,1.61
2,2.38
3,0.41
4,0.86